No. 1
The following is a quantum chemistry calculation of a 2-piece molecular cluster, C23H45BClN5O8S2 overall, from the Open Molecules 2025 dataset.

Cartesian coordinates (Å):
C -1.02006 4.17518 -1.82516
C -0.86647 3.99642 -0.51103
C -1.35012 2.75276 0.27445
C -0.29691 1.59320 0.13058
B 1.09796 2.44309 0.27931
O 2.02507 2.43618 -0.74896
O 1.38235 3.21956 1.38261
O -0.34138 1.28549 -1.25974
C -0.26417 -0.06389 -1.67609
C 0.33117 0.00740 -3.09970
C -0.74685 0.72890 -3.97181
S -1.74543 -0.56731 -4.82873
C -3.15711 -0.57199 -3.78971
N -3.98268 0.42472 -3.69697
N -4.95196 0.06758 -2.80959
C -4.69239 -1.12199 -2.40704
O -3.54230 -1.57562 -2.97820
C 0.63740 -1.02249 -0.79545
C 0.23554 -2.42213 -1.30382
C 0.45483 -3.70942 -0.45517
C 1.69513 -3.84197 0.45232
C -0.78392 -4.06831 0.41806
O 1.91242 -0.55098 -1.09562
C 2.96489 -1.35960 -1.56813
C 4.17875 -1.28098 -0.60816
C 4.71741 0.14483 -0.41583
C 5.29779 0.77789 -1.68576
N 0.44152 -0.79348 0.71496
N 1.67460 -0.85529 1.38299
C -0.47776 0.40825 1.09522
C -0.16437 0.71706 2.59477
C -1.15082 1.63184 3.36908
O -0.50406 2.91170 3.52558
C -1.28459 1.08255 4.81838
N -2.14718 1.88623 5.67912
S -2.19351 -0.33147 1.13233
C -2.50123 -1.26737 2.66349
O -3.24586 0.63711 1.03507
O -2.33759 -1.33133 0.09706
H -0.99335 3.39830 -2.58476
H -1.12739 5.19900 -2.18982
H -0.41009 4.80147 0.06991
H -1.46559 3.10288 1.29733
H -2.27448 2.44901 -0.21636
H 1.76016 3.07026 -1.42911
H 2.27111 3.03030 1.70671
H -1.27537 -0.45904 -1.83743
H 0.46144 -0.97579 -3.54982
H 1.23067 0.62828 -3.14222
H -0.29057 1.33432 -4.75649
H -1.47094 1.27362 -3.36526
H -5.31084 -1.67698 -1.71998
H 0.73556 -2.60258 -2.25960
H -0.82320 -2.43231 -1.58592
H 0.50682 -4.54138 -1.17039
H 2.64142 -3.47816 0.05389
H 1.84164 -4.91287 0.64992
H 1.46101 -3.42297 1.44076
H -0.76581 -5.14080 0.64548
H -0.76070 -3.54476 1.38808
H -1.70038 -3.86553 -0.14046
H 2.80894 -2.42075 -1.77891
H 3.33896 -0.92492 -2.50550
H 3.95891 -1.77048 0.34747
H 4.97754 -1.88149 -1.07242
H 3.97692 0.79257 0.07470
H 5.54755 0.06770 0.30328
H 5.52849 1.83981 -1.56049
H 4.65356 0.67726 -2.56507
H 6.24372 0.26909 -1.91365
H -0.07368 -1.60822 1.07490
H 2.20476 -0.00063 1.42469
H 1.66350 -1.40043 2.22863
H -0.08194 -0.20903 3.17922
H 0.81912 1.17752 2.72235
H -2.11448 1.83562 2.89056
H -1.21894 3.55592 3.57313
H -0.27105 1.18285 5.23569
H -1.52269 0.01417 4.85553
H -1.64532 2.74254 5.88701
H -2.99897 2.13929 5.18686
H -2.97896 -0.59540 3.37718
H -1.60364 -1.75993 3.04587
H -3.24534 -2.01970 2.38750
Cl -7.50626 0.47001 -3.21767

Output
- frontier orbital gap (eV) = 3.04
- LUMO level (eV) = -1.319

=====

No. 2
The following is a quantum chemistry calculation of C23H45Cl2MnN5O4P as an isolated structure, from the Open Molecules 2025 dataset.

Cartesian coordinates (Å):
O 0.11163 0.09675 -1.84577
C -0.78711 0.30230 -2.86371
C -0.44904 1.63010 -3.57634
C 0.36195 2.61420 -3.00436
H 0.76405 2.46418 -1.99670
C 0.63308 3.79453 -3.71251
H 1.32439 4.52421 -3.27888
C 0.01390 4.02738 -4.94393
H 0.19792 4.96136 -5.48140
C -0.83742 3.05934 -5.49862
H -1.33128 3.22476 -6.45652
C -1.04193 1.85553 -4.82254
H -1.68589 1.07388 -5.22914
H -0.63315 -0.51067 -3.60648
C -2.85213 -1.12692 -2.22222
C -2.28557 0.22643 -2.48462
H -3.94334 -1.06331 -2.22954
H -2.53861 -1.51846 -1.24689
H -2.53895 -1.84968 -2.98357
C -2.96296 1.37028 -2.26260
C -4.29259 1.48837 -1.58678
H -2.51442 2.33045 -2.53394
H -5.03697 1.95759 -2.24499
H -4.19208 2.13580 -0.70719
H -4.67669 0.51807 -1.25439
Mn 0.06321 0.10641 0.10383
Cl 0.93667 2.42766 0.40716
Cl -1.89140 0.91572 0.43280
H 4.69152 1.27262 -2.72997
H 4.97076 1.77090 -0.20824
C 3.62273 1.35081 -2.49896
C 3.90540 1.58406 -0.03424
N 3.36782 0.83770 -1.16481
H 3.04886 0.75662 -3.21519
C 2.59715 -0.23248 -1.01075
O 1.99153 -0.53767 0.05932
H 3.75624 1.01647 0.88777
H 2.49378 -0.87404 -1.89900
H 3.31916 2.40125 -2.57753
H 3.37814 2.54350 0.05602
H -0.51860 -5.34505 0.61156
H 1.28169 -5.74645 -1.31704
C -1.01453 -4.76070 -0.17745
C 0.75789 -4.97789 -1.89796
N -0.02739 -4.11751 -1.02919
H -1.64856 -3.99452 0.27757
C 0.23568 -2.81638 -0.87605
O -0.38473 -2.09285 -0.06170
H 1.48961 -4.37345 -2.43707
H 1.03205 -2.41218 -1.52126
H -1.61532 -5.44932 -0.78261
H 0.10551 -5.48691 -2.61652
C 2.09917 1.54508 3.32272
N 0.71448 1.51857 3.81771
C 0.07241 2.83064 3.80238
P -0.17816 0.16017 3.45511
O 0.04926 -0.39351 2.07881
N 0.31644 -1.15548 4.48921
C -0.42388 -2.39454 4.14734
C 1.75286 -1.45127 4.56103
N -1.70328 0.57549 3.93430
C -1.92986 1.02277 5.31037
C -2.95388 0.32234 3.22252
H 2.76048 1.88750 4.13162
H 2.20732 2.21396 2.45122
H 2.42967 0.54807 3.00321
H -0.43854 3.02810 2.85034
H -0.63993 2.90805 4.62113
H 0.83629 3.60318 3.95411
H -0.21528 -2.72215 3.11293
H -0.08571 -3.18330 4.82921
H -1.50752 -2.25564 4.27082
H 2.18632 -1.64143 3.56899
H 2.29132 -0.64198 5.05555
H 1.87318 -2.36219 5.15050
H -2.22848 2.07813 5.35114
H -2.74675 0.43790 5.73994
H -1.04231 0.86701 5.94020
H -3.25101 1.18415 2.61268
H -2.86346 -0.54703 2.55721
H -3.73840 0.13842 3.96023

Output
- total charge = -1
- frontier orbital gap (alpha / beta) (eV) = 4.78 / 6.51
- ⟨S²⟩ = 8.758
- multiplicity = 6
- LUMO level (alpha / beta) (eV) = 2.453 / 2.444

=====

No. 3
The following is a quantum chemistry calculation of C23H45Cl2MnN5O4P as an isolated structure, from the Open Molecules 2025 dataset.

Cartesian coordinates (Å):
O 0.99021 -0.59581 -3.47415
C -0.10754 -0.07586 -3.76375
C -0.36036 1.40089 -3.99583
C 0.30759 2.44661 -3.32523
H 0.64333 2.27869 -2.29051
C 0.56623 3.61564 -4.01612
H 1.19442 4.35309 -3.53082
C 0.03412 3.79395 -5.30186
H 0.22980 4.71110 -5.83308
C -0.76793 2.81124 -5.89126
H -1.20856 2.95266 -6.87468
C -1.00382 1.61952 -5.23547
H -1.58140 0.78571 -5.67979
H -1.08718 -0.63321 -3.95742
C -2.72475 -1.38071 -2.20472
C -2.06257 -0.12155 -1.73104
H -3.66987 -1.04355 -2.71001
H -2.97950 -1.99050 -1.29218
H -2.11617 -2.03851 -2.88121
C -2.59473 1.12247 -1.80689
C -4.09960 1.33758 -1.61377
H -2.03046 1.98873 -2.09588
H -4.47060 1.79465 -2.56885
H -4.28754 1.99394 -0.71317
H -4.60893 0.33389 -1.43501
Mn -1.77300 0.17790 0.11213
Cl 0.10943 1.65784 -0.27701
Cl -3.45380 -0.19623 1.40339
H 4.64386 1.12984 -3.06472
H 4.91784 1.45086 -0.49550
C 3.57186 1.19768 -2.83658
C 3.83106 1.33501 -0.38016
N 3.29880 0.62890 -1.52618
H 2.99094 0.65117 -3.57969
C 2.82414 -0.63670 -1.40765
O 2.57606 -1.22813 -0.33820
H 3.60437 0.77181 0.52471
H 2.65962 -1.10838 -2.38430
H 3.28031 2.25373 -2.84784
H 3.38245 2.33483 -0.33059
H -0.54760 -5.61032 0.41415
H 1.33079 -5.85574 -1.52912
C -1.04361 -5.00750 -0.36093
C 0.74941 -5.09708 -2.07224
N -0.05016 -4.28975 -1.15600
H -1.69854 -4.26898 0.10364
C 0.03380 -2.93795 -1.08764
O -0.79403 -2.23242 -0.49710
H 1.43270 -4.45044 -2.63245
H 0.92138 -2.51918 -1.60157
H -1.61739 -5.68526 -1.00942
H 0.09933 -5.63643 -2.77780
C 1.86548 1.86892 4.38160
N 1.58475 0.62199 3.66963
C 2.75696 -0.07380 3.16082
P 0.04339 0.14557 3.19324
O -0.07881 -0.38098 1.80162
N -0.39296 -1.00116 4.33229
C -1.36684 -2.02036 4.01503
C 0.22765 -1.15148 5.66254
N -0.90778 1.47694 3.54158
C -1.58111 1.60792 4.83001
C -1.33986 2.40888 2.51523
H 2.83606 2.24864 4.08309
H 1.88119 1.72676 5.46824
H 1.10373 2.62672 4.14750
H 3.03431 -0.90427 3.82753
H 2.56395 -0.49109 2.15587
H 3.60187 0.61417 3.11044
H -1.36779 -2.16976 2.91889
H -1.10268 -2.95380 4.52025
H -2.38802 -1.71565 4.30499
H 0.24483 -2.20331 5.91558
H 1.25962 -0.77344 5.63355
H -0.31543 -0.61463 6.44645
H -0.88532 1.97491 5.59726
H -2.40294 2.30891 4.72833
H -1.97933 0.63516 5.15926
H -0.48328 2.98786 2.13631
H -1.79059 1.84657 1.66880
H -2.10523 3.06410 2.93145

Output
- frontier orbital gap (alpha / beta) (eV) = 6.29 / 7.30
- ⟨S²⟩ = 6.278
- multiplicity = 5
- LUMO level (alpha / beta) (eV) = -1.138 / -0.419

=====

No. 4
The following is a quantum chemistry calculation of C23H45Cl3GeMnN2OSSi4 as an isolated structure, from the Open Molecules 2025 dataset.

Cartesian coordinates (Å):
Mn -0.13404 0.55089 -1.04677
C -2.25022 -0.91776 -4.32058
C -1.98414 0.38084 -3.59670
O -0.63341 0.49211 -3.10036
C 0.38848 0.52267 -4.13240
C 1.41411 1.57635 -3.79225
H -3.29801 -0.94985 -4.62124
H -2.05481 -1.77827 -3.68074
H -1.64703 -1.01227 -5.22303
H -2.62034 0.48024 -2.71727
H -2.16675 1.24201 -4.24462
H -0.10204 0.74987 -5.07929
H 0.83459 -0.47044 -4.19773
H 1.00370 2.58179 -3.88109
H 2.26474 1.48761 -4.46940
H 1.79896 1.43880 -2.77797
C -0.15523 -1.08210 2.59757
Si 1.13237 0.27526 2.69110
C 2.84384 -0.46703 2.87627
C 0.75879 1.43449 4.11463
Si 1.23006 1.46408 0.62520
Si 3.16104 2.86712 0.38613
C 3.20345 3.78008 -1.24737
C 4.61430 1.69791 0.51305
C 3.21756 4.07149 1.82112
Si -1.11684 2.77565 -0.26909
C -2.97040 2.48748 -0.02951
C -0.87247 3.84028 -1.80268
C -0.58831 3.79904 1.23580
H 0.01810 -1.79225 3.41057
H -0.10032 -1.63705 1.65958
H -1.16763 -0.68742 2.71032
H 2.80877 -1.24183 3.64737
H 3.57495 0.27921 3.19434
H 3.20243 -0.93263 1.95657
H 0.71751 0.84052 5.03235
H -0.20020 1.94576 4.02401
H 1.53687 2.18853 4.24672
H 3.41607 3.10547 -2.07938
H 4.01334 4.51357 -1.20580
H 2.28403 4.32345 -1.46637
H 4.56819 0.89805 -0.22071
H 4.69897 1.23466 1.49822
H 5.53387 2.26211 0.33012
H 2.40162 4.79407 1.83161
H 4.14729 4.64265 1.74518
H 3.22794 3.55504 2.78335
H -3.41177 1.76338 -0.71553
H -3.46854 3.44581 -0.20739
H -3.21458 2.19223 0.99333
H -1.27404 3.36585 -2.70049
H 0.17757 4.06849 -1.98761
H -1.39874 4.78965 -1.66638
H -0.72464 3.27041 2.18194
H -1.21805 4.69333 1.28715
H 0.43767 4.16907 1.19717
S -4.06074 -4.77112 0.21984
C -3.05191 -3.33923 -0.10320
C -3.38921 -2.09444 0.41273
C -2.56488 -1.01653 0.15036
N -1.46061 -1.11460 -0.59843
C -1.14685 -2.31423 -1.10893
C -1.91106 -3.44282 -0.88924
C -3.10995 -5.44766 1.56929
C -2.83648 -4.71607 2.71659
C -2.11113 -5.32787 3.72637
N -1.67764 -6.58508 3.66694
C -1.96379 -7.27887 2.57174
C -2.66730 -6.75797 1.49135
H -4.27938 -1.96809 1.01432
H -2.78344 -0.04226 0.56172
H -0.23257 -2.35899 -1.69026
H -1.61341 -4.39300 -1.31058
H -3.18308 -3.69617 2.83594
H -1.87701 -4.78204 4.63353
H -1.60782 -8.30227 2.54084
H -2.85666 -7.36237 0.61482
Cl 1.90222 -0.61029 -0.74740
Ge 4.29542 -0.96732 -2.34472
Cl 5.13134 -2.10290 -0.66974
Cl 3.19727 -2.57629 -3.37490

Output
- total charge = +1
- frontier orbital gap (alpha / beta) (eV) = 8.50 / 7.23
- ⟨S²⟩ = 6.203
- multiplicity = 5
- LUMO level (alpha / beta) (eV) = -2.942 / -3.024